No. 1
{
  "formula": "C5H13NO",
  "method": "ωB97M-V/def2-TZVPD",
  "symbols": ["C", "C", "C", "C", "N", "C", "H", "H", "H", "H", "H", "H", "H", "H", "H", "H", "H", "O", "H", "H"],
  "xyz": [[-0.942, -1.422, -1.747], [0.182, -1.011, -0.859], [0.199, -0.470, 0.358], [-1.057, 0.040, 1.004], [1.451, 0.085, 0.825], [1.558, 0.562, 2.201], [-0.899, -0.851, -2.684], [-1.050, -2.451, -2.099], [-1.931, -1.164, -1.317], [1.124, -0.982, -1.415], [-0.827, 1.038, 1.401], [-1.648, -0.505, 1.771], [-1.834, 0.226, 0.264], [2.093, -0.693, 0.730], [0.737, 1.209, 2.489], [1.626, -0.268, 2.920], [2.460, 1.135, 2.395], [-0.711, 1.549, -2.048], [0.157, 1.625, -1.602], [-0.688, 2.347, -2.588]],
  "forces_ev_per_angstrom": [[-1.6, 0.6, -0.1], [0.8, -0.6, -0.9], [-0.7, 1.0, -0.3], [-1.0, 0.6, 0.4], [-0.1, -0.7, 0.3], [0.0, -0.6, 0.6], [0.2, 0.1, 0.3], [0.6, -0.3, 0.6], [0.5, -0.2, -0.1], [0.1, -0.3, 0.4], [-0.3, -0.3, 0.1], [1.1, -0.1, -0.1], [0.2, 0.0, -0.4], [0.4, 0.4, -0.2], [-0.1, -0.1, -0.1], [-0.4, 0.1, 0.0], [0.2, 0.1, -0.6], [1.0, 0.7, 0.2], [-0.6, -0.5, 0.0], [-0.4, 0.0, -0.2]],
  "lowdin_charge": [-0.12, -0.17, -0.35, -0.05, -0.06, -0.13, 0.06, 0.07, 0.07, 0.11, 0.07, 0.09, 0.06, 0.11, 0.06, 0.08, 0.07, -0.06, 0.06, 0.04],
  "e_tot_ha": -328.248574,
  "homo_ev": -7.8,
  "e_lumo_ev": 0.9,
  "de_lowest_kcal_mol": 44.1,
  "homo_lumo_gap_ev": 8.62,
  "smiles": "C/C=C(\\C)NC.O",
  "total_charge": 0
}



No. 2
{
  "formula": "C22H50BF4O20",
  "method": "ωB97M-V/def2-TZVPD",
  "symbols": ["C", "C", "C", "O", "C", "C", "C", "O", "O", "O", "H", "H", "B", "F", "F", "F", "F", "C", "C", "O", "O", "H", "H", "H", "H", "H", "H", "C", "C", "O", "O", "H", "H", "H", "H", "H", "H", "C", "C", "O", "O", "H", "H", "H", "H", "H", "H", "C", "C", "O", "O", "H", "H", "H", "H", "H", "H", "C", "C", "O", "O", "H", "H", "H", "H", "H", "H", "C", "C", "O", "O", "H", "H", "H", "H", "H", "H", "C", "C", "O", "O", "H", "H", "H", "H", "H", "H", "C", "C", "O", "O", "H", "H", "H", "H", "H", "H"],
  "xyz": [[2.042, 4.534, 0.814], [1.939, 5.863, 0.657], [1.381, 6.511, -0.613], [1.196, 7.794, -0.727], [0.737, 5.796, -1.554], [0.874, 4.313, -1.559], [1.633, 3.673, -0.243], [1.700, 2.473, -0.179], [0.517, 3.503, -2.379], [2.237, 6.535, 1.750], [2.440, 4.163, 1.747], [0.114, 6.186, -2.346], [-0.557, -0.254, 0.727], [-1.038, 0.407, -0.372], [-1.076, -1.432, 0.627], [0.818, -0.087, 0.678], [-0.959, 0.197, 1.932], [-3.384, 2.087, 4.604], [-2.950, 3.005, 3.461], [-1.596, 2.861, 3.088], [-4.826, 2.093, 4.553], [-3.010, 2.393, 5.581], [-2.983, 1.130, 4.272], [-3.191, 4.067, 3.436], [-3.398, 2.683, 2.522], [-1.422, 2.075, 2.565], [-4.990, 2.010, 5.495], [-1.707, 1.826, -4.964], [-2.114, 1.978, -3.484], [-1.545, 0.980, -2.776], [-0.307, 1.722, -4.962], [-2.003, 2.664, -5.595], [-2.211, 0.921, -5.302], [-3.186, 1.917, -3.299], [-1.807, 2.876, -2.948], [-2.134, 0.255, -2.997], [0.044, 2.054, -5.791], [3.961, -0.890, 1.341], [4.399, 0.190, 0.316], [4.063, 0.036, -1.044], [4.520, -2.164, 0.884], [2.892, -1.006, 1.518], [4.258, -0.582, 2.344], [5.454, 0.388, 0.500], [3.924, 1.090, 0.706], [4.391, -0.842, -1.253], [5.459, -2.098, 1.075], [-4.563, -0.740, -0.490], [-5.731, 0.207, -0.200], [-6.788, 0.231, -1.178], [-4.940, -2.031, -0.445], [-3.862, -0.634, 0.337], [-4.130, -0.543, -1.471], [-5.191, 1.151, -0.129], [-6.159, 0.026, 0.786], [-7.123, -0.636, -1.414], [-4.845, -2.310, 0.469], [1.505, -4.915, 2.288], [2.398, -5.727, 1.250], [3.525, -5.003, 0.824], [0.974, -3.795, 1.603], [2.162, -4.495, 3.050], [0.749, -5.576, 2.712], [1.850, -5.864, 0.317], [2.554, -6.722, 1.666], [3.386, -4.124, 1.184], [0.743, -3.073, 2.192], [2.410, 1.071, 5.364], [1.651, 1.072, 3.981], [1.575, -0.261, 3.544], [3.596, 0.309, 5.322], [1.880, 0.653, 6.220], [2.612, 2.079, 5.727], [2.290, 1.538, 3.231], [0.690, 1.580, 3.903], [1.022, -0.381, 2.768], [3.532, -0.198, 4.510], [2.280, -3.027, -3.337], [2.275, -3.308, -1.830], [1.949, -2.076, -1.113], [2.760, -1.636, -3.767], [1.376, -3.205, -3.919], [2.977, -3.783, -3.699], [3.274, -3.384, -1.399], [1.660, -4.172, -1.580], [2.292, -2.139, -0.218], [3.232, -1.802, -4.587], [-2.682, -2.289, -3.502], [-1.231, -2.181, -3.106], [-0.490, -1.327, -3.912], [-3.326, -0.987, -3.648], [-3.149, -2.850, -2.693], [-2.846, -2.985, -4.324], [-0.743, -3.154, -3.045], [-1.233, -1.739, -2.110], [-0.605, -1.678, -4.798], [-4.145, -1.061, -4.142]],
  "forces_ev_per_angstrom": [[-0.1, -1.8, -2.0], [0.9, 2.7, 3.7], [-1.6, 4.0, 0.5], [1.5, -0.7, 1.1], [-0.2, -5.4, -1.4], [1.3, 1.8, 2.2], [-0.6, 1.5, -0.1], [0.3, -2.1, -0.2], [-0.8, -0.3, -1.3], [-0.4, 0.7, -2.4], [-0.1, -0.3, 0.0], [0.2, 0.6, -0.1], [1.7, 3.4, -2.8], [-1.0, 1.4, -0.4], [-1.2, -6.4, -0.1], [1.4, -1.2, 0.8], [-1.2, 2.1, 3.5], [0.1, 1.0, -2.1], [0.9, -0.6, -2.4], [1.0, 0.9, 1.5], [0.5, -0.3, 1.2], [0.1, 0.0, 0.0], [0.0, -0.3, 0.6], [0.1, 0.1, 1.1], [-1.4, -0.4, 0.3], [-0.2, -0.4, -0.3], [-1.0, -0.1, -0.1], [-0.2, 0.9, 1.0], [-0.3, 1.7, 0.0], [0.3, -1.7, 0.6], [0.4, -0.4, -0.5], [-0.4, 0.2, 0.0], [0.1, -0.4, -0.4], [-0.8, 0.2, -0.8], [0.4, 0.5, -0.9], [0.6, -0.6, 0.4], [-0.1, 0.1, 0.1], [0.0, 0.1, -1.4], [-1.3, 0.8, 1.5], [0.6, -0.3, 1.1], [-0.4, 0.1, 1.0], [-0.1, -0.1, -0.9], [0.8, -0.1, 0.1], [0.7, -0.3, -0.3], [-0.4, 0.3, -0.5], [-0.3, -0.3, -0.5], [0.1, -0.2, -0.1], [-0.1, 2.4, 0.6], [0.7, -0.3, -0.3], [0.4, 0.8, 0.0], [-1.3, -3.8, -0.1], [0.7, 1.0, -0.4], [0.2, 0.3, 0.2], [-0.8, 0.6, -0.4], [0.0, -0.3, 0.2], [0.5, -0.3, 0.4], [-0.1, -0.3, -0.2], [1.3, 0.3, -1.5], [-1.8, 1.1, 0.2], [0.4, -0.5, 0.9], [-0.1, -0.6, -0.5], [0.2, -0.6, 0.5], [-0.2, 0.0, 0.1], [-0.8, -0.3, 0.2], [0.8, 0.0, 0.2], [0.5, 0.7, -0.2], [-0.1, 0.1, 0.1], [-1.2, 0.2, -0.1], [1.1, 0.2, 0.0], [0.1, -1.7, 1.1], [0.7, 0.1, -0.4], [-1.0, -0.3, -0.3], [0.3, 0.3, -0.6], [0.2, 0.8, 0.2], [0.0, 0.1, 0.7], [-0.2, 0.7, -0.6], [0.0, -0.3, -0.2], [1.1, 1.3, -0.9], [0.7, 3.4, 1.2], [-1.3, -1.0, -1.1], [-0.5, -2.6, 1.3], [-0.5, 0.1, 0.7], [0.4, 0.0, -0.4], [0.5, -1.4, -0.9], [-0.2, -0.1, 0.0], [-0.2, 0.0, 0.1], [0.0, 0.1, -0.1], [-0.9, -0.5, 0.5], [-0.3, 1.1, 0.9], [0.2, -0.2, -0.8], [0.7, -1.3, -0.2], [-0.3, 0.2, 0.5], [0.0, 0.5, -0.9], [-0.3, -0.5, 0.1], [0.4, 0.0, 0.2], [0.3, 0.3, -0.4], [0.0, -0.2, 0.0]],
  "lowdin_charge": [-0.07, -0.41, -0.43, -0.18, -0.06, -0.34, -0.37, 0.02, 0.01, -0.19, 0.08, 0.07, -1.55, 0.16, 0.22, 0.15, 0.16, -0.22, -0.25, -0.06, -0.09, 0.11, 0.12, 0.12, 0.12, 0.06, 0.06, -0.25, -0.29, -0.05, -0.04, 0.10, 0.08, 0.10, 0.11, 0.02, 0.07, -0.18, -0.24, -0.01, -0.10, 0.09, 0.10, 0.10, 0.11, 0.06, 0.08, -0.28, -0.22, -0.08, -0.06, 0.13, 0.12, 0.12, 0.11, 0.06, 0.09, -0.22, -0.24, -0.08, -0.05, 0.12, 0.10, 0.10, 0.10, 0.04, 0.09, -0.23, -0.19, -0.10, -0.09, 0.09, 0.11, 0.12, 0.11, 0.05, 0.05, -0.17, -0.20, -0.06, -0.06, 0.08, 0.09, 0.10, 0.10, 0.03, 0.05, -0.20, -0.26, -0.02, -0.08, 0.10, 0.10, 0.11, 0.13, 0.09, 0.09],
  "e_tot_ha": -2797.175969,
  "homo_ev": 2.7,
  "e_lumo_ev": 5.2,
  "de_lowest_kcal_mol": 121.2,
  "homo_lumo_gap_ev": 2.54,
  "total_charge": -3
}



No. 3
{
  "formula": "C19H22N2O4S",
  "method": "ωB97M-V/def2-TZVPD",
  "symbols": ["C", "O", "C", "C", "N", "C", "O", "C", "C", "C", "C", "S", "O", "O", "N", "C", "C", "C", "C", "C", "C", "C", "C", "C", "C", "C", "H", "H", "H", "H", "H", "H", "H", "H", "H", "H", "H", "H", "H", "H", "H", "H", "H", "H", "H", "H", "H", "H"],
  "xyz": [[-8.028, -0.732, -0.033], [-6.984, 0.170, 0.232], [-5.711, -0.369, -0.019], [-4.675, 0.736, 0.209], [-3.326, 0.231, 0.141], [-2.543, 0.398, -0.953], [-2.885, 1.051, -1.917], [-1.194, -0.249, -0.871], [-0.965, -1.442, -0.190], [0.304, -1.994, -0.172], [1.334, -1.359, -0.841], [2.989, -2.050, -0.737], [3.596, -1.985, -2.029], [2.914, -3.324, -0.085], [3.795, -1.011, 0.311], [3.559, -1.253, 1.718], [2.466, -0.338, 2.264], [2.934, 1.107, 2.126], [3.530, 1.372, 0.769], [3.706, 2.684, 0.348], [4.273, 2.977, -0.878], [4.688, 1.943, -1.700], [4.532, 0.631, -1.297], [3.942, 0.333, -0.070], [1.120, -0.190, -1.547], [-0.148, 0.361, -1.561], [-7.951, -1.627, 0.598], [-8.030, -1.042, -1.085], [-8.954, -0.209, 0.193], [-5.517, -1.218, 0.661], [-5.641, -0.739, -1.053], [-4.855, 1.192, 1.185], [-4.781, 1.496, -0.567], [-2.997, -0.327, 0.911], [-1.773, -1.963, 0.303], [0.515, -2.918, 0.344], [4.496, -1.075, 2.255], [3.294, -2.306, 1.813], [1.548, -0.490, 1.693], [2.265, -0.578, 3.308], [3.696, 1.315, 2.885], [2.105, 1.796, 2.303], [3.386, 3.485, 0.999], [4.396, 4.004, -1.186], [5.143, 2.156, -2.655], [4.850, -0.181, -1.929], [1.937, 0.265, -2.082], [-0.355, 1.267, -2.110]],
  "forces_ev_per_angstrom": [[0.0, -0.1, 0.0], [0.2, 0.2, 0.0], [0.2, 0.0, 0.0], [-0.5, 0.0, -0.1], [-0.2, -0.2, 0.3], [0.1, -0.1, 0.2], [0.0, 0.1, -0.2], [0.3, -0.1, -0.2], [0.0, 0.2, -0.1], [0.0, -0.2, 0.1], [0.5, -0.4, 0.0], [-0.2, 0.0, 0.1], [-0.1, 0.3, 0.0], [-0.2, 0.2, 0.2], [-0.3, -1.0, -0.6], [-0.3, -0.3, 0.7], [0.2, 0.1, 0.0], [-0.1, -0.1, 0.1], [0.0, -0.1, 0.1], [0.1, 0.0, -0.1], [0.0, 0.1, 0.1], [0.0, -0.1, 0.0], [0.1, 0.1, 0.0], [0.2, 0.9, -0.4], [0.0, 0.1, -0.1], [-0.1, 0.0, 0.1], [0.0, 0.0, 0.0], [0.0, 0.0, 0.0], [0.0, -0.1, 0.0], [0.0, 0.1, -0.1], [0.0, 0.0, 0.1], [0.0, 0.0, -0.1], [0.0, 0.0, 0.2], [0.1, 0.1, -0.1], [-0.1, 0.0, 0.0], [-0.1, -0.1, 0.1], [0.0, -0.1, -0.1], [0.1, 0.1, 0.2], [0.0, 0.0, 0.1], [0.0, 0.0, 0.0], [-0.1, 0.0, 0.0], [0.1, 0.0, 0.0], [0.0, 0.1, 0.1], [0.0, 0.1, 0.0], [0.0, 0.0, -0.1], [0.1, 0.0, 0.0], [0.0, 0.1, -0.1], [0.0, 0.1, -0.1]],
  "lowdin_charge": [-0.12, -0.19, -0.23, -0.14, 0.07, -0.45, 0.08, -0.12, -0.01, -0.06, -0.26, 0.70, -0.26, -0.28, -0.15, -0.17, -0.16, -0.14, -0.16, -0.04, -0.08, -0.07, -0.03, -0.22, -0.03, 0.02, 0.09, 0.09, 0.09, 0.13, 0.13, 0.13, 0.13, 0.13, 0.11, 0.12, 0.14, 0.11, 0.10, 0.12, 0.13, 0.12, 0.11, 0.10, 0.11, 0.10, 0.11, 0.12],
  "e_tot_ha": -1545.877293,
  "homo_ev": -8.7,
  "e_lumo_ev": 0.1,
  "de_lowest_kcal_mol": 36.8,
  "homo_lumo_gap_ev": 8.82,
  "smiles": "COCCNC(=O)c1ccc(S(=O)(=O)N2CCCc3ccccc32)cc1",
  "total_charge": 0
}



No. 4
{
  "formula": "C3H8Br2O",
  "method": "ωB97M-V/def2-TZVPD",
  "symbols": ["Br", "Br", "C", "H", "H", "O", "C", "C", "H", "H", "H", "H", "H", "H"],
  "xyz": [[0.852, 0.400, 2.213], [2.674, 0.551, -0.410], [1.597, -0.546, 0.727], [2.214, -1.382, 1.108], [0.772, -0.980, 0.130], [0.070, -0.580, -1.248], [-1.669, 0.061, 0.233], [-0.581, 0.564, -0.689], [0.778, -0.264, -1.848], [-1.234, -0.558, 1.035], [-2.394, -0.551, -0.330], [-2.205, 0.908, 0.693], [-1.015, 1.193, -1.489], [0.142, 1.186, -0.127]],
  "forces_ev_per_angstrom": [[0.5, 0.2, 0.8], [0.6, 0.1, 0.0], [0.5, -1.8, 1.1], [-0.1, 0.8, 0.0], [1.1, 0.5, 0.8], [-1.0, 0.5, -2.4], [-0.4, -0.2, 0.0], [-0.4, 0.6, -0.3], [-0.6, -0.3, 0.4], [-0.4, 0.3, -0.4], [0.3, 0.3, 0.2], [0.2, -0.3, -0.1], [0.2, -0.3, 0.3], [-0.5, -0.2, -0.4]],
  "lowdin_charge": [0.67, 0.69, -1.04, 0.02, -0.02, -0.21, -0.13, -0.38, 0.05, 0.02, 0.08, 0.09, 0.12, 0.02],
  "e_tot_ha": -5342.321675,
  "homo_ev": -9.7,
  "e_lumo_ev": 0.6,
  "de_lowest_kcal_mol": 0.0,
  "homo_lumo_gap_ev": 10.26,
  "total_charge": 0
}